Entry 1:
Density functional theory data (wB97M-V/def2-TZVPD) for one molecule with the formula C15H14N6O4S.

HOMO level: -9.19 eV
LUMO level: 0.03 eV
HOMO-LUMO gap: 9.22 eV

```
40
Properties=species:S:1:pos:R:3:forces:R:3
C 5.4679 -1.3312 -4.7363 0.30 0.31 -0.10
H 5.2732 -0.6035 -5.5267 0.04 -0.07 0.06
H 6.0029 -2.1912 -5.1305 -0.04 0.04 0.03
H 6.0469 -0.8454 -3.9483 -0.03 -0.05 -0.09
O 4.2453 -1.8297 -4.2130 -0.32 -0.25 0.12
C 3.4335 -0.9185 -3.6613 0.16 0.19 -0.06
O 3.6979 0.2561 -3.6024 -0.01 -0.06 0.02
C 2.1786 -1.5191 -3.1363 -0.22 -0.21 0.10
C 1.2884 -0.6768 -2.4774 -0.07 -0.05 0.02
C 0.1060 -1.1969 -1.9760 0.46 -0.67 -0.45
C -0.2010 -2.5457 -2.1449 0.04 0.06 0.04
C 0.6891 -3.3717 -2.8051 -0.05 0.07 0.02
C 1.8810 -2.8686 -3.2980 0.12 0.20 -0.02
H 2.5799 -3.5093 -3.8108 0.04 -0.05 -0.03
H 0.4506 -4.4163 -2.9331 -0.02 -0.08 -0.01
H -1.1348 -2.9209 -1.7570 -0.02 -0.05 0.02
N -0.8192 -0.3937 -1.3041 -0.28 1.61 0.92
C -0.7017 0.8129 -0.6766 -0.33 -0.51 -0.26
N -1.8823 1.1303 -0.1799 0.89 0.68 -0.11
N -2.6974 0.1378 -0.4984 -0.96 -0.33 0.15
N -2.1069 -0.7639 -1.1501 -0.13 -1.05 -0.64
S 0.7205 1.7612 -0.4769 0.37 0.39 0.14
C 0.0343 2.9033 0.7608 0.04 -0.46 -0.35
H -0.7025 3.5418 0.2769 0.02 0.04 0.11
C -0.5534 2.0941 1.9146 0.02 0.38 0.02
O -0.0323 1.0875 2.3281 0.05 -0.12 0.15
N -1.6754 2.6548 2.4358 -0.24 0.46 0.16
C -2.4271 2.1242 3.4647 -0.58 -0.30 0.80
N -3.5015 2.7582 3.8749 0.57 0.70 -1.01
O -4.0294 2.0202 4.8806 -0.15 -0.66 0.59
C -3.2716 0.9298 5.0861 0.65 0.01 -0.50
C -2.2229 0.9364 4.2121 -0.42 0.03 0.31
H -1.4318 0.2293 4.0959 0.12 -0.18 0.03
C -3.6779 -0.0238 6.1456 -0.17 0.22 -0.08
H -2.9193 -0.7916 6.2595 0.02 -0.03 0.02
H -3.8124 0.5010 7.0896 0.02 -0.03 0.09
H -4.6261 -0.4909 5.8834 -0.03 -0.07 0.02
H -2.0909 3.4674 2.0037 0.14 -0.12 -0.12
H 0.8805 3.4945 1.1126 -0.03 -0.01 -0.01
H 1.5415 0.3680 -2.3820 0.03 0.04 -0.09
```
Forces are in eV/Å.

=====

Entry 2:
Density functional theory data (wB97M-V/def2-TZVPD) for C15H15AlCl3N4O2S2Si as an isolated structure.

net charge: +1
HOMO level: -11.27 eV
LUMO level: -4.61 eV
HOMO-LUMO gap: 6.66 eV
energy above the lowest of the compared OMol25 structures with the same formula, charge and spin: 0.4 kcal/mol

```
43
Properties=species:S:1:pos:R:3:forces:R:3
Al -1.3105 0.7064 -0.0475 0.07 -0.13 -0.26
C 0.9901 4.3672 -0.3697 0.03 0.07 -0.02
C 0.4842 2.9726 -0.4668 -0.19 0.07 0.03
N -0.7591 2.6765 -0.3319 0.03 -0.01 -0.04
N -1.6573 3.6708 -0.0920 0.06 0.20 0.02
C -2.9461 3.3366 0.1855 -0.16 -0.10 0.01
N -3.7539 4.3263 0.5409 0.09 0.07 -0.01
S -3.4829 1.7538 0.0414 -0.05 0.01 0.01
C 1.3492 1.8015 -0.6645 0.15 -0.16 -0.03
C 2.7182 1.8869 -0.8388 -0.14 -0.04 0.03
C 3.4472 0.7131 -0.9915 -0.02 0.00 0.00
C 2.7804 -0.4933 -0.9635 0.04 -0.01 0.01
C 1.4057 -0.4989 -0.7781 -0.06 -0.04 0.02
N 0.6957 0.6187 -0.6362 0.08 0.10 0.05
H 0.8577 4.7372 0.6526 0.01 -0.01 0.01
H 0.4397 5.0197 -1.0519 0.01 -0.01 0.00
H 2.0432 4.4444 -0.6109 0.00 0.01 0.00
H -1.2889 4.5512 0.2400 -0.03 0.01 0.02
H -3.4582 5.2882 0.5863 0.00 0.00 0.00
H -4.7105 4.1145 0.7726 0.00 -0.02 -0.01
H 3.2238 2.8394 -0.8496 -0.02 0.01 0.00
H 4.5196 0.7545 -1.1226 0.00 -0.01 -0.01
H 3.3019 -1.4335 -1.0694 0.00 0.00 0.00
H 0.8633 -1.4293 -0.7303 -0.10 -0.08 -0.01
O 1.2945 -6.6930 -0.1926 0.07 -0.05 -0.05
C 1.1941 -5.5867 0.5689 -0.33 -0.05 0.15
O 1.8040 -5.4885 1.5931 0.15 0.03 -0.06
C 0.2582 -4.5159 0.0899 -0.01 0.12 -0.03
C -0.0219 -4.2951 -1.2571 0.04 -0.01 0.10
C -0.8161 -3.2254 -1.6400 -0.03 0.04 -0.03
C -1.3615 -2.3781 -0.6780 0.08 0.06 -0.16
S -2.2840 -0.9477 -1.1939 0.05 0.09 0.06
C -1.1433 -2.6416 0.6701 0.09 -0.06 0.18
C -0.3129 -3.6827 1.0500 0.03 -0.05 -0.06
H 0.6046 -6.7187 -0.8665 0.03 0.04 -0.01
H 0.4162 -4.9192 -2.0273 0.01 -0.01 0.01
H -0.9933 -3.0307 -2.6896 -0.01 0.02 0.01
H -1.6157 -2.0304 1.4313 0.02 -0.04 -0.08
H -0.0964 -3.8612 2.0946 0.01 -0.02 0.01
Cl 1.1217 0.1418 2.7775 0.04 -0.04 0.02
Si -0.8008 0.7413 2.3357 -0.10 -0.10 0.12
Cl -2.0983 -0.3148 3.5242 0.06 0.06 0.02
Cl -0.9016 2.7223 3.0053 0.01 0.05 -0.01
```
Forces are in eV/Å.

=====

Entry 3:
Density functional theory data (wB97M-V/def2-TZVPD) for C15H15AuN2OS3Te as an isolated structure.

net charge: -2
HOMO level: 0.01 eV
LUMO level: 4.49 eV
HOMO-LUMO gap: 4.48 eV
energy above the lowest of the compared OMol25 structures with the same formula, charge and spin: 37.7 kcal/mol

```
38
Properties=species:S:1:pos:R:3:forces:R:3
Au 0.7913 -0.7127 0.5193 -0.02 -0.55 0.84
S -0.9420 -2.5531 0.2501 0.11 -0.09 -0.21
C -1.9340 -2.1490 1.6318 -0.17 -0.22 0.00
C -2.6988 -3.1764 2.2130 0.02 0.06 0.02
C -3.5478 -2.9696 3.2886 0.01 -0.03 -0.02
C -3.6556 -1.6951 3.8337 0.02 0.03 -0.01
C -2.9050 -0.6663 3.2839 -0.01 -0.05 0.01
C -2.0437 -0.8543 2.1941 -0.09 0.18 0.05
S -1.1836 0.5496 1.5830 0.29 0.28 -0.09
H -2.6003 -4.1685 1.7868 -0.01 0.00 -0.01
H -4.1104 -3.8014 3.7022 -0.01 0.00 0.00
H -4.3061 -1.5023 4.6814 0.00 0.00 0.00
H -2.9714 0.3322 3.7020 0.01 0.00 -0.01
N 1.9125 1.0833 -1.0581 -0.29 0.04 -0.57
C 1.6076 2.1484 -0.7348 0.50 0.06 0.38
N 1.4457 3.4108 -0.3007 -0.03 0.12 -0.07
C 0.6359 3.5721 0.9254 0.10 -0.12 0.08
C 1.4615 3.2157 2.1553 0.00 0.07 -0.08
O 2.6644 3.9918 2.2073 -0.23 0.05 0.16
C 3.4718 3.7273 1.0783 -0.28 -0.15 -0.16
C 2.7318 4.1249 -0.1871 0.03 0.10 -0.06
H -0.2441 2.9362 0.8580 -0.06 -0.06 0.03
H 0.3265 4.6207 0.9574 0.01 -0.01 0.03
H 1.6972 2.1472 2.1450 0.03 -0.11 -0.04
H 0.9071 3.4333 3.0644 -0.06 0.01 0.04
H 3.7414 2.6620 1.0292 -0.27 0.36 0.08
H 4.3858 4.3128 1.1916 -0.01 -0.04 -0.01
H 3.3302 3.9106 -1.0732 0.00 0.00 -0.01
H 2.5048 5.1946 -0.1568 -0.03 0.00 -0.04
Te 3.1783 -1.7332 1.6649 -0.28 0.34 -0.34
C 4.4402 -0.0445 1.6079 0.01 0.08 -0.03
C 4.9215 0.7203 2.6419 0.03 0.14 -0.02
C 5.7479 1.8041 2.2294 0.19 -0.16 -0.01
C 5.8953 1.8673 0.8749 0.38 -0.33 0.08
S 5.0175 0.5975 0.1145 0.17 -0.01 0.04
H 4.6662 0.5100 3.6714 0.00 0.00 0.00
H 6.2056 2.5109 2.9111 -0.04 0.01 0.01
H 6.4564 2.5930 0.3058 -0.01 0.00 -0.03
```
Forces are in eV/Å.

=====

Entry 4:
Density functional theory data (wB97M-V/def2-TZVPD) for C15H15BrCl3CoN4O4SSi as an isolated structure.

HOMO level: -9.10 eV
LUMO level: -1.31 eV
HOMO-LUMO gap: 7.79 eV

```
45
Properties=species:S:1:pos:R:3:forces:R:3
Co 0.5052 -0.1437 -0.6037 0.24 0.27 0.33
Br -3.0275 -0.3478 5.9639 -0.01 -0.01 0.01
C -1.8041 -0.2960 4.5240 0.02 0.02 -0.02
C -1.9275 -1.2122 3.4902 0.01 0.02 0.01
C -1.0409 -1.1646 2.4289 0.04 0.02 0.08
C -0.0233 -0.2193 2.4239 -0.06 0.01 0.01
C 0.0847 0.7063 3.4552 -0.07 -0.01 -0.01
C -0.8100 0.6684 4.5124 -0.03 -0.03 0.01
N 0.8978 -0.2046 1.3426 0.18 0.06 -0.20
C 2.1418 -0.0429 1.5794 -0.06 -0.09 -0.09
C 3.0475 0.0091 0.4376 -0.06 -0.04 0.01
C 4.4038 0.2387 0.5393 -0.06 -0.05 -0.09
C 5.1471 0.2926 -0.6352 -0.03 0.00 0.02
C 4.5051 0.1169 -1.8440 -0.01 -0.01 -0.02
C 3.1330 -0.1090 -1.8690 0.01 -0.02 0.01
N 2.4288 -0.1714 -0.7461 0.15 0.16 0.08
H -2.7123 -1.9549 3.5096 -0.01 0.00 0.01
H -1.1344 -1.8679 1.6149 0.01 -0.02 -0.04
H 0.8339 1.4863 3.4213 0.03 -0.01 -0.05
H -0.7407 1.3916 5.3123 -0.01 0.00 0.01
H 2.5379 0.0324 2.5875 -0.04 0.00 0.05
H 4.8615 0.3805 1.5081 -0.01 0.00 0.02
H 6.2112 0.4813 -0.5985 0.01 -0.01 -0.01
H 5.0432 0.1686 -2.7789 0.00 0.00 0.00
H 2.5753 -0.2244 -2.7860 -0.01 0.02 -0.01
O -0.7986 2.4489 -2.6163 -0.04 0.00 -0.01
S 0.4439 1.8368 -2.2148 0.00 0.02 0.00
O 1.6322 2.3318 -2.8591 0.01 -0.01 -0.04
O 0.3505 0.2910 -2.4205 -0.03 -0.05 -0.19
O 0.5948 1.8386 -0.6970 -0.03 -0.14 0.09
Cl 1.7676 -3.3517 0.4154 -0.01 -0.03 0.01
Si 0.5267 -2.3588 -0.9309 -0.07 0.02 -0.02
Cl 1.2241 -2.8890 -2.7956 0.01 -0.01 0.01
Cl -1.3061 -3.3328 -0.7583 0.02 -0.02 0.00
C -3.7789 1.7992 -2.1107 -0.02 0.02 0.03
N -3.3418 0.4293 -1.8456 -0.12 -0.09 0.06
C -4.1286 -0.6868 -2.3624 -0.01 0.01 -0.02
C -2.3134 0.1873 -1.1009 0.20 0.06 -0.08
N -1.4011 -0.0573 -0.4274 -0.16 -0.06 0.08
H -3.9807 1.8933 -3.1768 0.02 0.02 0.00
H -2.9759 2.4819 -1.8515 0.01 0.01 -0.02
H -4.6852 2.0209 -1.5440 0.00 -0.01 -0.01
H -4.2820 -0.5448 -3.4317 0.00 -0.01 0.00
H -5.0968 -0.7356 -1.8607 0.00 0.00 -0.01
H -3.5877 -1.6161 -2.2009 -0.01 0.00 0.01
```
Forces are in eV/Å.

=====

Entry 5:
Density functional theory data (wB97M-V/def2-TZVPD) for C15H15BrFeN4O4S4Sb as an isolated structure.

net charge: -2
2S+1: 6
HOMO level (spin up / spin down): -1.28 / -2.06 eV
LUMO level (spin up / spin down): 3.95 / 3.89 eV
HOMO-LUMO gap (spin up / spin down): 5.24 / 5.95 eV
<S²>: 8.93
energy above the lowest of the compared OMol25 structures with the same formula, charge and spin: 46.2 kcal/mol

```
45
Properties=species:S:1:pos:R:3:forces:R:3
Fe -0.1738 -0.4205 -0.6391 0.56 0.16 -0.17
N 2.7379 -3.2386 1.0983 -0.04 0.03 0.02
C 1.8718 -2.2650 0.6929 -0.01 0.07 -0.03
O 0.9169 -2.5357 -0.0159 -0.15 -0.10 0.11
C 2.1065 -0.8641 1.1981 0.05 -0.04 -0.02
C 1.6565 0.1601 0.1689 0.08 -0.06 -0.03
H 2.6354 -4.1471 0.6788 0.01 0.00 -0.01
H 3.6176 -2.9865 1.5078 0.01 0.00 -0.01
H 3.1571 -0.7489 1.4977 0.00 0.00 0.02
H 1.5022 -0.7713 2.1052 0.03 0.02 0.03
H 2.3984 0.2724 -0.6223 0.01 0.01 0.01
H 1.4863 1.1293 0.6395 -0.05 -0.02 0.06
S -0.0327 -2.4139 -5.8805 0.00 0.09 0.04
Sb -0.3137 -0.5381 -4.5837 0.11 0.00 -0.03
S -2.0629 -0.9233 -1.5153 -0.31 -0.24 -0.21
S 1.0458 -0.7505 -2.5792 -0.11 0.01 -0.17
S 0.3588 1.4427 -5.6173 0.00 -0.02 0.10
N 1.5612 4.0678 -3.9292 -0.12 0.00 0.04
C 1.0059 4.7333 -2.8981 0.04 -0.11 0.07
O 1.1716 5.9323 -2.6960 0.00 0.05 -0.04
C 0.1796 3.9092 -1.9492 0.08 -0.05 -0.17
C -0.7045 4.5563 -1.1024 -0.04 0.03 0.08
C -1.4693 3.8065 -0.2245 0.04 0.03 -0.04
C -1.3098 2.4310 -0.2192 -0.05 0.02 0.00
N -0.4433 1.8085 -1.0166 -0.09 -0.04 0.31
C 0.2856 2.5240 -1.8687 -0.01 0.00 0.02
H 2.0345 4.6354 -4.6118 0.01 0.00 0.00
H 1.2025 3.1622 -4.2534 0.00 -0.02 -0.03
H -0.7671 5.6363 -1.1459 -0.01 -0.01 -0.01
H -2.1725 4.2715 0.4532 -0.01 0.00 -0.01
H -1.8800 1.7928 0.4461 0.04 0.00 0.01
H 0.9771 1.9509 -2.4787 -0.04 0.00 -0.01
Br -1.5034 -5.9305 1.6973 -0.01 -0.02 0.00
C -1.7918 -4.3220 2.6651 0.01 0.00 -0.02
C -2.4030 -4.3847 3.9046 -0.02 0.09 0.06
N -2.6275 -3.2996 4.6457 0.06 0.00 -0.11
C -2.2124 -2.1306 4.1529 0.01 -0.11 0.07
C -1.5933 -1.9810 2.9176 -0.02 -0.02 0.09
C -1.3931 -3.1080 2.1369 -0.08 -0.04 -0.11
C -1.1242 -0.6081 2.4632 0.13 0.12 0.07
O -1.0135 0.2690 3.3247 -0.10 0.02 -0.09
O -0.8751 -0.5165 1.2300 -0.02 0.17 0.02
H -2.7232 -5.3382 4.3090 0.00 0.00 0.01
H -2.3696 -1.2492 4.7612 0.00 0.01 0.02
H -0.9495 -3.0197 1.1523 0.01 -0.01 0.03
```
Forces are in eV/Å.

=====

Entry 6:
Density functional theory data (wB97M-V/def2-TZVPD) for C15H15Cl3IIrNO3P as an isolated structure.

net charge: +3
2S+1: 6
HOMO level (spin up / spin down): -17.77 / -18.65 eV
LUMO level (spin up / spin down): -9.53 / -12.67 eV
HOMO-LUMO gap (spin up / spin down): 8.24 / 5.97 eV
<S²>: 8.79
energy above the lowest of the compared OMol25 structures with the same formula, charge and spin: 10.5 kcal/mol

```
40
Properties=species:S:1:pos:R:3:forces:R:3
Ir -0.0430 -0.4414 1.0076 0.42 -0.12 0.05
I -1.1183 -2.6867 -0.1840 -0.11 -0.04 0.08
C 0.6515 -2.7951 -1.2936 0.25 0.05 -0.08
C 0.7223 -3.7930 -2.2613 -0.05 -0.02 0.01
C 1.9044 -3.9825 -2.9548 0.01 0.01 0.00
C 3.0182 -3.1771 -2.6759 0.01 0.02 0.02
C 2.9466 -2.1554 -1.7207 -0.01 -0.01 -0.02
C 4.0857 -1.3746 -1.4334 -0.05 -0.06 -0.03
C 4.0283 -0.3731 -0.4667 -0.01 0.04 0.03
C 2.8365 -0.1246 0.1898 0.01 0.06 0.06
C 1.6698 -0.8774 -0.0523 0.19 -0.12 -0.11
C 1.7318 -1.9216 -1.0049 -0.13 -0.03 0.02
H -0.1263 -4.4343 -2.4613 0.00 0.00 0.00
H 1.9785 -4.7633 -3.7002 -0.02 -0.01 0.00
H 3.9499 -3.3566 -3.1989 0.01 0.02 0.00
H 5.0082 -1.5648 -1.9681 0.01 -0.01 0.00
H 4.9108 0.2106 -0.2412 -0.01 0.01 0.00
H 2.8127 0.6759 0.9210 0.01 -0.01 0.00
C -2.9307 2.7894 -2.5312 0.06 -0.04 0.29
O -2.6814 2.5309 -1.0786 -0.02 0.07 -0.02
P -1.8115 1.5306 -0.3002 -0.13 0.09 -0.43
O -2.5932 0.9274 0.8958 -0.25 0.07 0.14
C -4.0725 0.9111 1.1030 0.18 0.02 -0.01
O -0.5557 2.2037 0.3549 -0.02 0.07 0.07
C 0.1730 3.3941 -0.1691 -0.10 -0.19 0.08
H -3.5113 3.7046 -2.5309 0.00 -0.02 -0.07
H -3.4955 1.9492 -2.9184 -0.01 0.03 -0.06
H -1.9734 2.9183 -3.0242 -0.03 0.01 -0.05
H -4.2129 1.2359 2.1280 -0.04 -0.02 -0.01
H -4.3973 -0.1117 0.9499 -0.05 0.02 0.02
H -4.5352 1.5972 0.4017 -0.03 -0.01 0.02
H 0.5635 3.8822 0.7166 0.03 0.02 -0.04
H -0.5361 4.0324 -0.6866 0.03 0.03 -0.01
H 0.9623 3.0367 -0.8221 0.02 0.06 -0.01
Cl -2.0448 -1.2183 6.0306 0.06 0.07 -0.04
C -0.9732 0.1080 5.5884 0.00 0.02 0.01
Cl -1.7526 1.6786 5.7985 0.06 -0.11 -0.03
Cl 0.5681 0.0215 6.4300 -0.09 0.01 -0.07
C -0.6887 -0.0359 4.1404 0.05 0.00 0.13
N -0.4686 -0.1508 3.0224 -0.23 0.02 0.04
```
Forces are in eV/Å.